This record from the Open Molecules 2025 dataset describes a structure of composition C30H31N2O3Ti at a distorted geometry. The level of theory is the ωB97M-V functional and the def2-TZVPD basis.

```
67
Properties=species:S:1:pos:R:3:forces:R:3:nbo_charge:R:1
C -4.49124 -1.89018 3.73669 0.3 0.0 -0.3 -0.245
C -0.44898 -2.11181 4.52002 0.2 -0.4 0.1 -0.141
H 3.26866 2.25591 -3.47168 0.0 0.1 -0.5 0.208
H -2.46762 0.98969 -0.01297 0.6 -0.1 -0.2 0.202
C -1.65408 1.00566 -2.10942 -0.2 0.8 0.1 -0.349
H 2.08896 3.13850 -4.47191 0.3 -0.1 0.1 0.183
C -1.16419 2.71128 -0.61623 -1.3 -0.2 -0.6 -0.385
C -1.81618 1.44373 -0.75803 -0.2 1.3 -0.6 -0.245
C 2.22918 1.01562 0.58517 1.0 1.2 -0.2 -0.234
C 1.77923 3.13050 -0.25861 1.0 -0.9 0.7 -0.307
H 3.63010 -0.23413 -3.93344 0.2 0.0 0.0 0.181
C -4.22686 0.42726 3.10368 0.3 -0.2 -0.1 -0.214
Ti 0.56619 1.27095 -1.07215 0.3 0.3 0.3 0.952
H 0.21639 0.24391 -5.27733 -0.2 0.1 -0.3 0.196
C 1.45246 -3.96040 3.64302 -0.3 0.4 0.0 -0.224
H -2.33378 0.96894 2.21880 -0.2 -0.4 0.1 0.251
H 3.29663 3.01655 -1.87727 -0.6 -0.4 0.0 0.222
H -0.85167 2.08190 -3.90448 0.5 -0.3 0.6 0.230
H 0.05592 -2.75115 6.51154 0.1 0.0 -0.1 0.199
O 1.24872 0.65483 -2.69335 0.3 -3.1 0.2 -0.797
C 1.64392 -0.65395 -3.19877 -0.4 1.0 1.0 -0.047
H 1.15501 0.88548 -6.64310 0.1 -0.1 -0.7 0.112
H 0.37632 2.00981 -5.50783 -0.1 -0.1 -0.2 0.182
H 3.59462 2.50460 -5.18942 0.5 0.2 -0.5 0.111
C -2.95002 0.14581 2.59439 -0.3 0.0 0.3 -0.195
H -5.05841 -2.69354 4.20003 -0.1 0.2 -0.1 0.199
C 1.48254 2.22319 0.81273 1.0 0.4 0.0 -0.401
H -1.16179 3.32012 0.28716 0.2 -0.2 -0.3 0.221
H 2.07883 -1.26197 -2.37957 -0.2 0.0 -0.3 0.154
H 0.91862 -3.31233 1.63723 -0.1 0.0 0.4 0.239
C -0.63244 3.07308 -1.90563 -1.1 -0.5 -0.4 -0.371
C 0.90103 1.04760 -5.57671 0.1 0.0 0.7 -0.646
C 2.60982 -0.30177 -4.31780 -0.5 1.3 0.3 -0.672
H 3.64360 0.42353 -1.03484 -0.4 0.3 -0.1 0.229
N -0.04250 -0.26092 0.38589 -0.4 -1.0 0.6 -0.681
N -1.09483 -2.17867 0.85713 -0.5 -1.0 -0.6 -0.651
H -2.06486 0.09802 -2.54886 0.3 0.2 0.2 0.233
C 0.73391 -3.19610 2.70939 0.2 -0.4 0.4 -0.203
H 1.76961 -4.40325 5.73700 -0.2 0.1 -0.2 0.199
H -4.59371 1.45136 3.04667 0.0 -0.2 0.1 0.209
C -2.45662 -1.16047 2.63771 0.2 0.0 0.2 -0.006
C 2.72075 2.49585 -1.11543 0.2 0.1 0.8 -0.296
H 2.35988 0.18378 1.27398 -0.4 0.2 -0.3 0.218
C -3.23378 -2.18339 3.19882 -0.3 0.4 0.0 -0.156
C 0.25986 -2.87898 5.45048 0.0 0.1 -0.4 -0.242
O 0.04622 0.58429 2.58396 -0.5 -0.7 -0.4 -0.661
C -0.52666 -1.45668 -0.17322 0.5 1.1 -0.1 0.783
H 2.19032 -4.67801 3.28272 -0.1 0.2 0.2 0.206
H -5.97726 -0.36160 4.09398 0.2 0.0 -0.1 0.200
C 2.06173 1.03853 -4.67552 0.8 -0.1 -2.2 -0.033
H -0.16024 4.01252 -2.18398 0.0 -0.4 0.2 0.224
H -1.59570 -3.03100 0.63773 0.1 0.3 0.3 0.401
H 0.88956 2.47089 1.68742 0.1 -0.3 -0.4 0.250
C 2.79143 2.28451 -4.45575 -0.4 -0.2 0.6 -0.685
C -0.24527 -2.30755 3.14952 0.0 0.2 0.2 -0.016
H -2.82573 -3.19845 3.24643 -0.2 0.4 0.0 0.207
H 2.55733 -1.03248 -5.12936 0.1 -0.3 -0.4 0.161
C -4.99300 -0.58342 3.68165 0.1 -0.2 0.0 -0.236
H -1.18114 -1.37376 4.85364 0.2 -0.3 -0.1 0.217
C 1.21424 -3.80323 5.01384 -0.1 0.0 -0.3 -0.238
H 1.43172 4.15897 -0.33279 0.0 -0.4 -0.1 0.213
C -1.05012 -1.50835 2.13338 -0.4 -0.7 -0.3 -0.060
C 2.95726 1.16857 -0.63086 0.1 0.8 1.1 -0.333
C -0.27988 -0.25344 1.74036 0.9 0.9 -1.2 0.688
H 0.76483 -1.16811 -3.61618 0.1 -0.1 0.3 0.153
O -0.44651 -1.77267 -1.35777 -0.5 -0.2 1.6 -0.624
C -0.96033 2.02600 -2.82189 -1.0 0.9 0.8 -0.237
```
Forces are in eV/Å.

The net charge is -2. As for the LUMO energy: 4.018 eV. The spin multiplicity is 2. Its orbital gap is 1.40 eV. The calculation puts the energy above the lowest of the compared OMol25 structures with the same formula, charge and spin at 34.17 kcal per mole. The total energy comes out at -2346.3838 Ha. For the HOMO energy, the calculation gives 2.614 eV.